No. 1
C9H20ClP | ωB97M-V with the def2-TZVPD basis set

```
! RIJCOSX wB97M-V def2-TZVPD def2/J DEFGRID3
* xyz 0 1
C -0.33 2.33 -2.71
C 1.84 -1.17 -0.97
C 2.59 1.03 -0.09
C 1.69 -0.52 1.47
C -1.89 -0.36 1.82
C -2.87 0.38 -0.41
C -1.59 -1.74 -0.23
C 1.57 0.01 0.10
C -1.71 -0.32 0.26
P -0.17 0.75 -0.36
Cl -0.23 2.28 0.94
H 0.20 3.21 -2.19
H 0.66 2.01 -3.26
H 2.95 -1.26 -0.93
H 1.31 -2.00 -0.68
H 1.67 -0.98 -1.99
H 2.56 1.50 -1.13
H 3.53 0.62 0.26
H 2.45 1.81 0.76
H 0.87 -1.16 1.67
H 2.74 -1.15 1.40
H 2.00 0.22 2.39
H -2.73 -0.96 1.97
H -1.01 -0.81 2.25
H -1.95 0.63 2.41
H -3.80 -0.13 -0.55
H -2.64 0.84 -1.35
H -3.22 1.33 0.32
H -1.14 -1.80 -1.33
H -0.75 -2.23 0.36
H -2.58 -2.35 -0.20
*
```

For the HOMO energy, the calculation gives -0.3068 Ha. The calculation puts the energy above the lowest of the compared OMol25 structures with the same formula, charge and spin at 349.2 kJ/mol. For the largest force on an atom, the calculation gives 5.1 eV Å⁻¹. The value obtained for the lowest unoccupied orbital energy is 0.074 eV.

***

No. 2
C9H20F2N3 | ωB97M-V with the def2-TZVPD basis set

```
! RIJCOSX wB97M-V def2-TZVPD def2/J DEFGRID3
* xyz 1 1
C 1.88 -0.08 0.30
C -2.36 -2.62 1.06
C -2.98 1.55 -0.53
C 2.56 -2.14 -0.59
C 2.42 -0.09 -2.02
C 0.70 1.41 1.76
C 2.63 2.22 0.65
C -2.90 -1.21 0.64
C -1.95 0.46 -0.91
N 2.38 -0.65 -0.66
N -1.81 -0.45 0.12
N 1.64 1.07 0.74
F -3.94 -1.42 -0.22
F -0.84 1.15 -1.14
H -1.86 -3.02 0.12
H -3.25 -3.14 1.15
H -1.64 -2.68 1.90
H -3.93 1.06 -0.51
H -2.73 1.91 0.50
H -2.86 2.33 -1.24
H 1.50 -2.40 -0.78
H 3.22 -2.36 -1.39
H 2.99 -2.45 0.40
H 1.95 -0.84 -2.59
H 1.70 0.87 -2.01
H 3.48 0.18 -2.38
H 1.13 1.55 2.79
H -0.05 0.61 2.01
H 0.10 2.31 1.46
H 3.62 1.96 0.37
H 2.60 2.67 1.65
H 2.12 2.82 -0.09
H -3.31 -0.63 1.45
H -2.24 0.03 -1.99
*
```

For the HOMO energy (spin up / spin down), the calculation gives -0.4528 / -0.4573 Ha. The calculation puts the energy above the lowest of the compared OMol25 structures with the same formula, charge and spin at 239.6 kJ/mol. For the largest force on an atom, the calculation gives 4.3 eV Å⁻¹. The value obtained for the lowest unoccupied orbital energy (spin up / spin down) is -3.719 / -4.525 eV.

***

No. 3
C9H20N2P2 | ωB97M-V with the def2-TZVPD basis set

```
! RIJCOSX wB97M-V def2-TZVPD def2/J DEFGRID3
* xyz 0 1
C -0.31 2.82 1.49
C 2.26 -1.23 1.10
C 1.01 -1.98 1.61
C 1.83 0.20 0.69
C -0.03 -2.16 0.58
C 0.77 0.15 -0.39
C -0.52 -0.73 0.15
C 1.05 2.00 -2.15
C -2.83 -1.17 -0.69
N 0.31 1.48 -0.80
N -1.46 -0.65 -0.90
P -1.86 2.33 1.43
P -1.34 0.75 -1.81
H 0.10 3.59 2.14
H 0.32 2.29 0.78
H 2.97 -1.39 1.91
H 2.55 -1.74 0.22
H 1.17 -2.89 2.14
H 0.67 -1.43 2.59
H 1.48 0.60 1.65
H 2.70 0.84 0.43
H 0.39 -2.75 -0.26
H -0.93 -2.82 0.93
H 1.21 -0.36 -1.19
H -0.68 -0.16 1.14
H 0.43 2.56 -2.77
H 1.88 2.62 -1.90
H 1.39 1.07 -2.59
H -3.60 -0.67 -1.39
H -2.96 -2.19 -0.89
H -3.28 -0.81 0.26
H -2.12 1.51 -0.82
H -2.58 0.32 -2.69
*
```

For the HOMO energy (spin up / spin down), the calculation gives -0.2639 / -0.2731 Ha. For the largest force on an atom, the calculation gives 4.0 eV Å⁻¹. The value obtained for the lowest unoccupied orbital energy (spin up / spin down) is -0.682 / -0.254 eV.

***

No. 4
C9H20N3O | ωB97M-V with the def2-TZVPD basis set

```
! RIJCOSX wB97M-V def2-TZVPD def2/J DEFGRID3
* xyz 1 1
C -0.24 1.79 0.01
C -2.31 -0.05 -1.11
C -2.22 -0.42 1.17
C -0.75 -0.28 -1.30
C -0.72 -0.73 1.13
C 2.15 -0.09 1.24
C 1.72 -1.70 -0.65
C 2.03 0.83 -1.07
C 1.38 -0.25 -0.18
N -2.72 -0.97 -0.06
N -0.33 2.03 1.29
N -0.08 -0.08 -0.03
O -0.22 2.20 -1.07
H -2.50 1.01 -0.89
H -2.82 -0.31 -2.06
H -2.66 -0.83 2.02
H -2.55 0.64 1.18
H -0.65 -1.32 -1.69
H -0.35 0.44 -2.06
H -0.12 -0.44 2.01
H -0.88 -1.75 0.79
H 1.77 0.91 1.69
H 2.09 -1.03 1.81
H 3.21 0.02 1.04
H 1.41 -1.91 -1.64
H 1.34 -2.47 -0.13
H 2.75 -1.91 -0.65
H 1.46 0.99 -2.01
H 2.23 1.71 -0.57
H 2.93 0.54 -1.53
H -3.68 -0.99 -0.09
H -0.30 1.35 1.92
H -0.39 3.05 1.49
*
```

For the HOMO energy, the calculation gives -0.4846 Ha. The calculation puts the energy above the lowest of the compared OMol25 structures with the same formula, charge and spin at 219.3 kJ/mol. For the largest force on an atom, the calculation gives 7.7 eV Å⁻¹. The value obtained for the lowest unoccupied orbital energy is -2.656 eV.

***

No. 5
C9H20NO2S | ωB97M-V with the def2-TZVPD basis set

```
! RIJCOSX wB97M-V def2-TZVPD def2/J DEFGRID3
* xyz 1 1
C 0.66 0.68 -0.64
C -0.62 -3.01 1.01
C -1.28 1.27 0.58
C 0.82 2.20 1.34
C -0.15 2.90 -0.78
C 0.33 0.29 -2.04
C 0.77 -2.80 0.55
C -0.04 -0.65 -0.90
C 0.68 -2.07 -0.82
N -0.03 1.74 0.13
O 2.95 2.76 -0.44
O 3.67 0.72 -1.38
S 2.71 1.75 -1.51
H -1.32 -2.45 0.46
H -0.85 -4.01 1.01
H -0.85 -2.82 2.12
H -1.86 2.08 0.93
H -1.74 0.79 -0.17
H -1.09 0.63 1.48
H 0.83 1.46 2.12
H 1.84 2.33 1.01
H 0.60 3.18 1.63
H -0.64 3.63 -0.14
H 0.83 3.31 -0.92
H -0.62 2.74 -1.78
H -0.42 0.82 -2.61
H 1.18 -0.05 -2.70
H 1.45 -2.31 1.22
H 1.29 -3.80 0.42
H -1.17 -0.75 -0.76
H 1.71 0.65 -0.23
H 0.22 -2.75 -1.46
H 1.74 -2.00 -1.26
*
```

For the HOMO energy, the calculation gives -0.5242 Ha. The calculation puts the energy above the lowest of the compared OMol25 structures with the same formula, charge and spin at 284.7 kJ/mol. For the largest force on an atom, the calculation gives 5.4 eV Å⁻¹. The value obtained for the lowest unoccupied orbital energy is -4.423 eV.

***

No. 6
C9H20NO5P | ωB97M-V with the def2-TZVPD basis set

```
! RIJCOSX wB97M-V def2-TZVPD def2/J DEFGRID3
* xyz 0 1
C -2.95 -0.41 -3.27
C -2.21 0.75 -3.92
N -2.17 1.95 -3.07
C -1.00 2.12 -2.28
O -0.32 0.90 -2.03
C 0.54 1.18 -0.99
O 1.53 0.54 -0.74
O 0.07 2.25 -0.30
C -1.20 2.61 -0.85
P -2.46 1.65 0.12
O -2.45 1.96 1.56
H -2.53 -1.35 -3.58
H -3.99 -0.38 -3.56
H -2.91 -0.34 -2.19
H -2.77 1.02 -4.80
H -1.22 0.45 -4.27
H -2.31 2.76 -3.65
H -0.28 2.81 -2.73
H -1.38 3.67 -0.73
H -2.18 0.31 -0.20
H -3.69 1.99 -0.47
C 0.98 -0.56 2.89
C 2.19 -0.89 3.75
O 2.39 -2.28 3.95
C 2.59 -3.05 2.78
C 3.80 -2.63 1.96
H 0.07 -0.98 3.32
H 0.86 0.52 2.81
H 1.08 -0.95 1.88
H 2.05 -0.47 4.74
H 3.09 -0.43 3.33
H 1.69 -3.05 2.16
H 2.73 -4.07 3.13
H 3.70 -1.62 1.57
H 3.92 -3.30 1.11
H 4.71 -2.67 2.57
*
```

For the HOMO energy, the calculation gives -0.3422 Ha. Its SMILES is CCN[C@@H]1OC(=O)O[C@@H]1[PH2]=O.CCOCC. The calculation puts the energy above the lowest of the compared OMol25 structures with the same formula, charge and spin at 0.0 kJ/mol. For the largest force on an atom, the calculation gives 1.9 eV Å⁻¹. The value obtained for the lowest unoccupied orbital energy is 0.334 eV.

***

No. 7
C9H21BF4IInO2P2 | ωB97M-V with the def2-TZVPD basis set

```
! RIJCOSX wB97M-V def2-TZVPD def2/J DEFGRID3
* xyz 2 1
C 0.00 0.23 -5.14
C 0.01 1.05 -4.00
H 0.01 0.88 -6.06
H -0.93 -0.37 -5.12
H 0.92 -0.39 -5.12
O 0.02 1.75 -3.07
I -0.03 -2.71 -1.55
In 0.00 -0.09 -0.76
P 2.46 -0.02 0.13
C 3.21 1.16 1.29
C 2.57 -1.59 1.05
H 3.61 -1.77 1.31
H 4.62 -0.46 -0.82
H 2.18 -2.41 0.43
H 3.28 -0.95 -1.93
H 2.63 1.18 2.23
H 1.94 -1.50 1.94
C 3.64 -0.18 -1.23
H 4.23 0.84 1.52
H 3.71 0.79 -1.75
H 3.23 2.17 0.86
P -2.45 0.03 0.14
C -3.17 1.22 1.30
C -3.64 -0.11 -1.23
H -2.22 -2.36 0.44
H -3.65 -1.70 1.30
H -1.98 -1.46 1.96
C -2.60 -1.54 1.05
H -3.30 -0.88 -1.93
H -4.63 -0.37 -0.81
H -4.21 0.93 1.52
H -3.18 2.23 0.87
H -3.69 0.86 -1.74
H -2.60 1.23 2.24
C 0.01 2.08 0.74
O -0.01 2.80 1.62
F 0.00 -0.52 2.30
B 0.00 -0.11 3.71
F -1.20 0.62 3.91
F 0.04 -1.26 4.51
F 1.17 0.68 3.89
*
```

For the HOMO energy, the calculation gives -0.5943 Ha. For the largest force on an atom, the calculation gives 5.6 eV Å⁻¹. The value obtained for the lowest unoccupied orbital energy is -9.693 eV.

***

No. 8
C9H21BIO6 | ωB97M-V with the def2-TZVPD basis set

```
! RIJCOSX wB97M-V def2-TZVPD def2/J DEFGRID3
* xyz -1 1
O -1.80 0.17 -3.05
C -0.77 0.53 -2.31
O 0.58 0.00 -2.71
B -0.68 1.61 -1.08
I -0.28 0.90 0.96
H -0.58 2.76 -1.28
C 3.26 -4.07 -3.54
O 2.98 -4.03 -4.93
C 2.02 -5.02 -5.32
C 0.62 -4.41 -5.48
O 0.11 -3.94 -4.23
C 0.24 -2.53 -4.08
H 3.79 -3.15 -3.27
H 2.35 -4.14 -2.93
H 3.91 -4.92 -3.32
H 2.00 -5.85 -4.60
H 2.34 -5.42 -6.28
H -0.06 -5.18 -5.84
H 0.64 -3.60 -6.22
H -0.51 -2.03 -4.69
H 1.24 -2.18 -4.36
H 0.07 -2.28 -3.03
C -2.48 4.47 6.41
O -1.67 3.31 6.53
C -1.98 2.33 5.53
C -0.96 2.37 4.38
O -1.03 3.60 3.65
C -0.01 4.51 4.02
H -2.03 5.26 7.02
H -2.55 4.83 5.38
H -3.48 4.26 6.79
H -3.00 2.47 5.15
H -1.93 1.35 6.01
H -1.19 1.56 3.68
H 0.06 2.20 4.76
H 0.94 4.20 3.58
H 0.10 4.59 5.11
H -0.27 5.50 3.63
*
```

For the HOMO energy, the calculation gives -0.1669 Ha. For the largest force on an atom, the calculation gives 7.2 eV Å⁻¹. The value obtained for the lowest unoccupied orbital energy is 2.497 eV.